Entry 1:
A cluster of 16 separate species, C3H35O16S in total, computed with the ωB97M-V functional and the def2-TZVPD basis.

Element x y z (Å)
O: -1.28 2.02 -1.29
C: -0.37 1.34 -1.71
C: 0.87 1.96 -2.27
C: 2.10 1.19 -1.79
S: 1.95 0.77 0.00
H: -0.47 0.24 -1.74
H: 0.85 1.99 -3.37
H: 0.93 3.01 -1.98
H: 2.26 0.26 -2.34
H: 3.02 1.77 -1.94
H: -0.04 -3.90 -1.21
H: 1.37 -3.68 -1.77
O: 0.45 -3.88 -2.06
H: -0.08 -0.68 -4.41
H: 1.33 -0.27 -4.95
O: 0.40 -0.12 -5.06
H: -1.34 2.84 1.45
H: -1.86 1.38 1.49
O: -1.24 1.99 1.98
H: 1.76 -1.28 1.09
H: 0.88 -1.84 2.22
O: 1.52 -2.14 1.51
H: -2.71 -0.37 -0.17
H: -2.51 1.19 -0.28
O: -2.83 0.49 0.31
H: -1.56 -2.45 3.01
H: -2.84 -2.28 2.16
O: -2.25 -2.96 2.53
H: 1.34 4.09 -0.65
H: 1.35 4.11 0.87
O: 1.11 4.66 0.10
H: -0.16 -1.03 4.33
H: -0.56 -0.45 2.96
O: -0.26 -1.29 3.36
H: -0.61 4.46 0.26
H: -1.74 3.60 -0.41
O: -1.52 4.10 0.40
H: 2.25 -2.96 0.11
H: 3.10 -2.31 -1.02
O: 2.70 -3.14 -0.74
H: -1.27 -2.43 -3.92
H: -0.16 -2.58 -2.81
O: -0.74 -1.92 -3.30
H: -1.79 -2.45 -0.48
H: -1.86 -1.75 -1.91
O: -2.35 -1.87 -1.06
H: 0.16 -2.92 0.75
H: -1.19 -3.48 1.18
O: -0.61 -3.40 0.38
H: 2.00 2.25 1.52
H: 0.48 2.45 1.82
O: 1.39 2.81 2.01
H: -0.84 0.73 5.05
H: 0.66 0.78 5.27
O: -0.12 0.26 5.52

maximum force = 1.6 eV/A
highest occupied orbital energy = -4.77 eV
LUMO level = 2.40 eV
ΔE to the lowest compared entry with this formula, charge and spin = 0.0 kJ/mol
net charge = -1



Entry 2:
The molecule C17H22N6O3, computed with the ωB97M-V functional and the def2-TZVPD basis.

Element x y z (Å)
C: 5.63 -0.13 -0.90
C: 4.30 0.02 -0.23
C: 3.12 -0.17 -0.94
C: 1.88 -0.03 -0.35
C: 1.80 0.31 1.00
C: 2.98 0.49 1.72
C: 4.22 0.36 1.13
C: 5.46 0.57 1.94
H: 6.08 -0.34 1.94
H: 6.06 1.37 1.52
H: 5.22 0.82 2.97
H: 2.91 0.75 2.77
N: 0.61 0.46 1.70
C: -0.66 0.49 1.28
N: -0.92 0.40 -0.02
C: -2.18 0.42 -0.42
N: -3.26 0.49 0.36
C: -3.07 0.59 1.67
N: -4.16 0.66 2.43
H: -5.05 0.65 1.96
H: -4.06 0.75 3.43
C: -1.74 0.61 2.23
N: -1.54 0.75 3.59
O: -2.51 0.83 4.36
O: -0.39 0.79 4.05
N: -2.42 0.40 -1.75
H: -3.39 0.33 -2.01
C: -1.40 0.24 -2.74
H: -0.52 0.79 -2.42
H: -1.75 0.64 -3.69
C: -0.98 -1.24 -2.93
C: -2.04 -2.07 -3.67
H: -1.98 -3.11 -3.36
H: -3.05 -1.71 -3.48
C: -1.61 -1.91 -5.12
H: -1.98 -0.98 -5.54
C: -0.08 -1.87 -4.98
H: 0.34 -2.88 -5.02
O: 0.20 -1.30 -3.71
H: 0.40 -1.26 -5.75
H: -1.94 -2.73 -5.75
H: -0.75 -1.65 -1.93
H: 0.71 0.59 2.72
H: 0.99 -0.19 -0.92
H: 3.17 -0.43 -1.98
H: 6.22 -0.91 -0.42
H: 5.50 -0.39 -1.95
H: 6.20 0.80 -0.84

maximum force = 1.1 eV/A
highest occupied orbital energy = -7.96 eV
LUMO level = -0.05 eV
ΔE to the lowest compared entry with this formula, charge and spin = 1.0 kJ/mol
net charge = 0



Entry 3:
A structure of composition C10H15Cl2LuNS, computed with the ωB97M-V functional and the def2-TZVPD basis.

Element x y z (Å)
Lu: -0.47 1.61 -0.31
Cl: -0.71 1.37 2.13
Cl: -1.64 1.37 -2.49
C: -0.02 3.67 -0.46
H: 0.43 3.72 -1.52
H: 0.96 3.89 0.07
C: 0.86 -0.61 -1.06
C: 1.38 0.53 -0.73
H: -0.01 -0.75 -1.71
C: 2.20 0.80 0.52
H: 1.25 1.52 -1.26
C: 3.18 -0.35 0.65
H: 2.69 1.78 0.43
H: 1.63 0.90 1.46
C: 2.44 -1.68 0.63
H: 3.87 -0.25 -0.19
H: 3.78 -0.28 1.56
C: 1.44 -1.88 -0.51
H: 3.15 -2.50 0.65
H: 1.85 -1.75 1.55
H: 1.89 -2.51 -1.31
H: 0.61 -2.52 -0.15
S: -4.07 -2.14 1.07
C: -4.99 -0.96 0.16
C: -4.14 0.03 -0.31
N: -2.80 -0.12 0.06
C: -2.62 -1.22 0.78
H: -6.05 -1.02 0.00
H: -4.44 0.88 -0.92
H: -1.66 -1.51 1.22

maximum force = 4.2 eV/A
highest occupied orbital energy (spin up / spin down) = -1.83 / -1.83 eV
LUMO level (spin up / spin down) = 2.39 / 2.39 eV
ΔE to the lowest compared entry with this formula, charge and spin = 231.5 kJ/mol
net charge = -1



Entry 4:
A cluster of 2 separate species, C11H14BrN in total, computed with the ωB97M-V functional and the def2-TZVPD basis.

Element x y z (Å)
C: -1.53 0.19 -0.37
C: 0.94 -0.32 -0.35
C: -1.47 0.30 -1.72
C: 0.72 -0.35 -1.86
C: -0.39 -0.29 0.37
C: -0.39 -0.01 -2.54
C: -1.40 -0.75 2.80
C: -0.01 -1.22 2.78
C: -0.61 -0.84 1.56
C: -0.48 0.04 -4.09
C: 1.64 2.21 2.81
N: 0.95 2.88 2.01
Br: -0.59 3.72 2.53
H: -2.46 0.50 0.10
H: 1.56 -1.19 -0.10
H: -2.41 0.53 -2.40
H: 1.74 -0.47 -2.42
H: -2.26 -1.40 2.96
H: -1.67 0.32 3.16
H: 0.71 -0.44 3.16
H: 0.07 -2.30 2.92
H: -0.79 1.03 -4.22
H: 0.55 -0.32 -4.44
H: -1.26 -0.73 -4.39
H: 1.27 1.81 3.81
H: 2.49 1.65 2.40
H: 1.45 0.55 -0.07

maximum force = 4.5 eV/A
highest occupied orbital energy = -7.47 eV
LUMO level = 0.59 eV
ΔE to the lowest compared entry with this formula, charge and spin = 379.8 kJ/mol
net charge = 0



Entry 5:
A structure of composition C26H56NO2P2Si4TeTi, computed with the ωB97M-V functional and the def2-TZVPD basis.

Element x y z (Å)
C: -4.05 -1.37 0.24
C: -2.63 -1.23 0.34
N: -2.05 -0.08 -0.22
C: -2.85 0.90 -0.73
C: -4.24 0.84 -0.63
C: -4.84 -0.31 -0.13
C: -1.80 -2.15 1.01
P: -0.14 -1.75 1.51
Ti: 0.08 0.15 -0.01
P: -0.39 1.86 -1.72
C: -2.18 2.17 -1.23
C: 2.26 -0.26 -0.14
C: 3.01 -0.27 1.03
C: 4.42 -0.19 0.96
C: 5.05 -0.12 -0.28
C: 4.29 -0.11 -1.46
C: 2.90 -0.18 -1.39
O: -1.49 -4.48 -1.35
O: 1.19 -3.24 -1.58
H: -4.46 -2.30 0.62
H: -4.81 1.74 -0.87
H: -5.93 -0.36 -0.02
C: -0.52 -1.56 3.32
C: 0.95 -3.23 1.55
H: -2.70 2.57 -2.13
H: -2.24 2.94 -0.42
H: -1.53 -3.96 -0.54
H: -2.32 -3.10 1.31
C: 0.33 3.52 -1.78
C: -0.63 1.44 -3.47
H: 2.53 -0.32 2.01
H: 5.01 -0.17 1.88
H: 6.15 -0.07 -0.34
H: 4.79 -0.02 -2.43
H: 2.30 -0.16 -2.31
H: 0.50 -1.00 -1.42
H: 1.47 -3.38 -2.51
H: 0.24 -3.44 -1.79
H: -2.19 -4.13 -1.94
H: 0.11 -0.44 -1.81
H: -1.06 -2.47 3.64
H: 0.42 -1.43 3.88
H: -1.17 -0.67 3.44
H: 0.46 -4.06 2.07
H: 1.23 -3.54 0.53
H: 1.87 -2.95 2.09
H: -1.07 2.30 -4.01
H: 0.35 1.20 -3.90
H: -1.28 0.57 -3.56
H: 0.02 4.04 -2.70
H: 0.05 4.12 -0.91
H: 1.42 3.41 -1.79
C: 0.59 2.03 5.26
Si: 1.60 3.39 4.38
C: 1.57 4.90 5.50
C: 3.34 2.74 4.10
Si: 0.84 4.13 2.28
Te: -0.23 1.88 2.01
Si: -1.13 5.38 2.34
C: -0.74 6.92 3.36
C: -1.68 5.90 0.62
C: -2.51 4.38 3.15
Si: 2.57 5.27 1.22
C: 3.23 6.42 2.56
C: 3.86 4.04 0.64
C: 1.95 6.34 -0.20
H: 1.00 1.94 6.29
H: 0.67 1.05 4.77
H: -0.47 2.30 5.35
H: 1.99 4.58 6.47
H: 2.18 5.74 5.12
H: 0.55 5.27 5.68
H: 3.39 1.96 3.33
H: 4.05 3.53 3.83
H: 3.68 2.29 5.05
H: 0.01 7.56 2.87
H: -1.68 7.49 3.43
H: -0.40 6.69 4.38
H: -1.88 5.05 -0.05
H: -2.62 6.45 0.75
H: -0.96 6.57 0.13
H: -2.73 3.45 2.60
H: -2.28 4.12 4.19
H: -3.41 5.02 3.14
H: 3.68 5.89 3.41
H: 4.01 7.02 2.07
H: 2.46 7.11 2.95
H: 3.45 3.26 -0.02
H: 4.61 4.61 0.08
H: 4.37 3.53 1.47
H: 1.67 5.76 -1.08
H: 1.11 6.98 0.09
H: 2.80 6.99 -0.47

maximum force = 2.5 eV/A
highest occupied orbital energy (spin up / spin down) = -6.54 / -6.55 eV
<S²> = 0.76
LUMO level (spin up / spin down) = -0.04 / 0.06 eV
multiplicity = 2
net charge = 0



Entry 6:
A cluster of 5 separate species, H10O5 in total, computed with the ωB97M-V functional and the def2-TZVPD basis.

Element x y z (Å)
O: 1.51 0.79 -2.13
H: 1.66 1.73 -1.99
H: 1.92 0.27 -1.41
O: -1.28 0.31 -1.47
H: -0.62 0.66 -2.13
H: -1.89 -0.30 -1.93
O: 0.48 -0.47 2.40
H: 0.58 -0.09 3.30
H: -0.51 -0.74 2.29
O: -2.31 0.05 1.07
H: -2.54 0.66 1.77
H: -1.77 0.64 0.50
O: 1.66 -1.18 -0.45
H: 2.29 -1.49 0.20
H: 0.82 -0.84 -0.02

maximum force = 2.5 eV/A
highest occupied orbital energy = -10.99 eV
LUMO level = 0.58 eV
ΔE to the lowest compared entry with this formula, charge and spin = 88.4 kJ/mol
net charge = 0



Entry 7:
The molecule C5H7Br, computed with the ωB97M-V functional and the def2-TZVPD basis.

Element x y z (Å)
C: 0.67 0.90 -0.53
C: 0.79 -0.33 -0.09
C: -0.62 1.50 -0.12
C: -1.21 0.37 0.83
C: 1.17 -1.74 0.00
Br: -2.75 -0.37 -0.01
H: 1.30 1.34 -1.16
H: -0.46 2.57 0.41
H: -1.39 1.66 -1.04
H: -1.36 0.62 1.82
H: 2.22 -1.83 -0.20
H: 0.70 -2.39 -0.76
H: 0.93 -2.30 0.86

maximum force = 5.5 eV/A
highest occupied orbital energy (spin up / spin down) = -7.86 / -7.72 eV
LUMO level (spin up / spin down) = 0.53 / 0.36 eV
ΔE to the lowest compared entry with this formula, charge and spin = 373.8 kJ/mol
net charge = 0